{
  "formula": "C45H31IrN4O4S",
  "method": "ωB97M-V/def2-TZVPD",
  "e_homo_ev": [-4.16, -4.30],
  "charge": -1,
  "s_squared": 0.767,
  "relative_energy_kcal_mol": 6.1,
  "max_force_ev_per_a": 3.92,
  "spin_multiplicity": 2,
  "species": ["C", "C", "C", "C", "H", "H", "O", "H", "C", "C", "C", "C", "C", "C", "H", "H", "H", "C", "H", "H", "H", "O", "C", "C", "C", "C", "C", "C", "H", "C", "H", "C", "C", "C", "C", "C", "O", "H", "H", "C", "C", "C", "H", "H", "N", "C", "C", "C", "C", "O", "C", "C", "C", "H", "Ir", "H", "H", "C", "C", "H", "S", "H", "N", "C", "C", "N", "H", "C", "H", "H", "C", "H", "C", "N", "H", "H", "H", "H", "H", "C", "C", "H", "C", "C", "H", "C"],
  "coordinates": [[-4.0154, 3.7814, 4.7458], [-1.5075, 3.4944, -4.1083], [-2.4894, 1.6968, 1.2279], [-5.0001, 3.0904, 5.4384], [-0.5986, 4.8472, -1.1550], [-1.1195, -2.5588, 4.8560], [3.2777, 1.5828, 2.1752], [-0.7802, 6.9141, -2.4942], [-0.9868, 5.9556, -2.9538], [-3.4392, 1.7798, 3.5078], [1.4740, -4.1095, 0.5536], [-1.9701, -0.0944, 2.8323], [-2.8467, 3.1653, -0.4418], [-2.6000, 1.0922, 2.4806], [-1.9003, 4.5877, -5.9087], [3.8024, -3.3659, -5.8409], [2.3010, -3.8042, 3.2588], [0.5861, -3.0494, 1.0062], [-1.8597, -4.7294, 3.3473], [-2.4469, 3.6622, 3.2878], [-1.4151, 6.7907, -4.8862], [1.7743, -0.3552, 2.3184], [1.4589, -2.3939, -0.8955], [5.3396, -2.3445, -3.0039], [-0.8887, 4.7957, -2.1974], [1.7404, -5.4711, 4.4964], [-1.9808, -0.6913, 4.1478], [3.9249, -2.9711, -4.8397], [-5.9717, 1.1934, 5.6971], [1.1322, -0.4585, -2.3876], [4.3265, -1.5591, -1.2722], [-1.3245, -1.8637, 4.0589], [-3.2943, 2.8193, 0.7777], [-0.8482, -4.9386, 3.6748], [1.4920, -4.4338, 3.6086], [2.0259, -3.6957, -0.5989], [0.8588, 1.8654, 2.1871], [0.8873, -7.0534, 5.6737], [1.6366, -5.0452, 1.0621], [1.7667, -1.6432, -2.0128], [2.8094, -2.5867, -4.1071], [2.9473, -2.0815, -2.8181], [2.2807, 0.0783, -4.2402], [-2.3971, -0.2457, 5.0357], [0.1258, 0.1558, -1.7070], [-3.2389, 3.1291, 3.7987], [-0.1181, 1.3305, -2.3531], [4.2231, -1.9669, -2.2709], [0.1944, -4.1591, 3.1796], [1.9719, 0.8817, 0.2342], [5.1936, -2.8491, -4.2895], [-1.0239, 2.3092, -1.9390], [-1.3448, 5.8874, -4.2930], [-3.8436, 4.8316, 4.9471], [-0.3323, -0.2449, 0.2745], [0.1697, 3.7605, 2.2854], [1.8169, -2.6820, -4.5316], [-0.6031, -5.9765, 4.5635], [-0.8711, -1.9956, 2.6940], [-4.1141, 3.2575, 1.3228], [2.0823, 0.9115, 1.7096], [1.9144, 3.6327, 1.9183], [-1.6206, 1.3421, 0.2398], [0.6939, -6.2470, 4.9772], [-1.6089, 4.6515, -4.8674], [0.5507, -2.0615, 0.0722], [-1.7377, 2.5327, -4.5508], [0.9274, 3.2086, 1.7297], [-3.2234, 3.9428, -1.0863], [6.0650, -3.1446, -4.8607], [0.7369, 1.4375, -3.5131], [2.7388, -4.2165, -1.2177], [-4.4399, 1.1022, 4.2032], [-1.2741, -0.9056, 1.9737], [0.7079, 3.2551, 0.6588], [2.7544, -5.6632, 4.8250], [0.7701, 2.2726, -4.1921], [-4.6330, 0.0634, 3.9661], [-5.5958, 3.5938, 6.1900], [-0.0729, -3.0357, 2.2315], [-1.1400, 3.5488, -2.7651], [-1.4279, -6.5715, 4.9359], [1.5061, 0.3302, -3.5347], [-5.2070, 1.7458, 5.1646], [6.3266, -2.2369, -2.5715], [-1.7675, 2.2538, -0.7729]],
  "forces_ev_per_angstrom": [[0.0196, -0.0256, -0.0204], [-0.1292, 0.0086, -0.0275], [-0.2571, 0.1607, -0.1947], [0.0217, -0.0089, 0.0071], [-0.0040, 0.0014, -0.0072], [0.0114, -0.0050, -0.0244], [-0.0344, -0.1364, -0.1398], [0.0110, -0.0038, -0.0052], [-0.0104, -0.0359, 0.0179], [0.0813, -0.0633, -0.0912], [-0.2394, 0.0594, 0.2085], [-0.0823, -0.2132, 0.0515], [0.2533, -0.0684, -0.1981], [-0.0771, 0.1724, 0.1759], [0.0007, -0.0031, 0.0054], [-0.0013, -0.0014, 0.0048], [-0.0045, -0.0139, -0.0116], [-0.0479, -0.2847, -0.2282], [0.0080, 0.0027, 0.0070], [-0.0232, 0.0022, -0.0197], [-0.0144, -0.0002, 0.0076], [0.1660, -0.0123, 0.4734], [-0.1728, -0.3467, -0.0140], [-0.0252, -0.0094, 0.0060], [0.0985, 0.0629, -0.0166], [-0.0204, 0.0308, 0.0042], [-0.0955, 0.1681, -0.0894], [-0.0058, 0.0093, 0.0286], [-0.0127, 0.0111, -0.0178], [-0.0005, -0.0316, -0.1809], [0.0051, -0.0054, -0.0096], [0.0631, -0.1581, -0.1377], [0.0494, -0.1849, 0.2531], [-0.0243, -0.1028, -0.0684], [0.0247, 0.0492, 0.0756], [0.0072, 0.2317, -0.1771], [-0.0634, 0.0435, 0.2741], [0.0020, -0.0017, -0.0031], [-0.0106, 0.0167, 0.0001], [0.2182, 0.0753, -0.0393], [0.0017, -0.0436, -0.0266], [-0.1273, -0.0137, -0.0301], [-0.0069, -0.0038, 0.0136], [-0.0427, -0.0054, -0.0362], [0.8052, 0.4173, 0.3224], [0.0767, 0.0300, 0.1063], [0.0314, 0.0141, -0.1639], [0.0240, 0.0431, -0.0226], [-0.0271, 0.0649, -0.0746], [-0.2815, -0.0253, 0.6043], [-0.0130, 0.0057, 0.0078], [0.1825, 0.1905, -0.1275], [0.0159, -0.0085, 0.0017], [0.0194, -0.0108, 0.0248], [-2.7860, -1.2870, -2.4388], [-0.0097, 0.0040, -0.0117], [0.0069, 0.0138, -0.0008], [0.0113, 0.0429, 0.0128], [-0.1350, -0.0072, 0.0819], [0.0135, -0.0228, 0.0095], [0.6590, 0.2981, -0.2301], [0.0076, -0.0019, 0.0339], [0.6104, 0.3743, 0.4605], [-0.0039, 0.0048, -0.0256], [0.0111, -0.0092, 0.0216], [0.9131, 0.3973, 0.6123], [0.0433, 0.0054, -0.0012], [-0.0601, -0.0994, -0.1152], [0.0126, -0.0168, -0.0077], [-0.0021, 0.0035, 0.0013], [-0.1599, 0.1103, 0.1431], [-0.0261, 0.0056, -0.0151], [-0.1554, 0.0138, -0.0779], [1.0160, 0.5170, 0.6583], [0.0013, -0.0023, 0.0026], [-0.0018, 0.0003, -0.0012], [-0.0188, -0.0130, -0.0056], [0.0353, -0.0067, 0.0277], [-0.0088, -0.0002, -0.0201], [0.1813, -0.0515, 0.2305], [-0.1539, -0.1811, -0.0204], [-0.0003, -0.0085, -0.0076], [0.0412, -0.1697, 0.1065], [0.0285, -0.0143, -0.0258], [-0.0058, -0.0095, 0.0042], [-0.4078, 0.0659, 0.1199]],
  "mulliken_charge": [-0.80, -0.29, 0.27, -0.47, 0.45, 0.49, -0.72, 0.39, -0.85, -0.06, -1.39, 0.00, -1.37, 1.68, 0.37, 0.38, 0.57, 0.52, 0.46, 0.45, 0.37, -0.55, 0.46, -0.89, -0.11, -0.84, -1.40, -0.79, 0.37, 0.49, 0.56, -1.18, -1.34, -0.09, -0.23, -1.28, -0.11, 0.38, 0.55, 1.47, 0.09, -0.88, 0.44, 0.60, -0.24, -0.26, 0.37, 0.10, -0.27, -0.64, -0.34, 1.73, -0.43, 0.39, 1.12, 0.14, 0.44, -0.80, -0.08, 0.55, 0.79, 0.41, 0.11, -0.39, -0.78, -0.04, 0.52, -0.72, 0.54, 0.37, -1.37, 0.49, -0.45, -0.30, 0.18, 0.38, 0.51, 0.53, 0.38, 1.54, -0.34, 0.38, -1.43, -0.77, 0.39, 0.12]
}

{
  "formula": "C45H31N7O6P2ReSe2",
  "method": "ωB97M-V/def2-TZVPD",
  "e_homo_ev": [-12.09, -12.08],
  "charge": 2,
  "s_squared": 3.780,
  "relative_energy_kcal_mol": 0.0,
  "max_force_ev_per_a": 0.36,
  "spin_multiplicity": 4,
  "species": ["H", "C", "C", "H", "H", "C", "H", "H", "H", "C", "H", "H", "C", "C", "H", "N", "H", "C", "C", "H", "N", "H", "C", "H", "C", "H", "H", "H", "H", "C", "Se", "O", "C", "H", "C", "H", "C", "O", "P", "P", "O", "H", "C", "N", "C", "C", "H", "C", "C", "O", "C", "C", "H", "C", "H", "C", "Re", "H", "C", "H", "C", "N", "C", "C", "C", "C", "H", "C", "C", "C", "Se", "H", "C", "N", "C", "H", "N", "C", "C", "O", "H", "H", "C", "N", "C", "C", "C", "C", "O", "H", "C", "C", "C", "C"],
  "coordinates": [[0.5455, 2.8577, 1.0530], [-0.1857, 1.1589, 4.9603], [-0.7915, -3.2960, -0.5320], [-1.0725, -2.2674, -7.3884], [4.1913, -0.1371, -4.7298], [0.1079, -1.6828, -5.7021], [-1.0036, -5.0247, -4.1177], [-6.0349, 2.1427, 3.8038], [-3.7150, -3.0080, -2.2135], [0.7444, 3.3779, 1.9993], [-0.1789, 1.4185, 7.0844], [-5.9555, 1.9612, 1.2576], [-2.9257, -4.8287, -1.3939], [2.5968, 1.7784, 2.5753], [2.6240, -1.8035, 2.0084], [0.3031, 0.3977, -0.0850], [0.5420, -3.5412, -2.9096], [2.3743, -4.1976, -0.4131], [-0.7472, -2.5327, -6.3920], [-4.5984, 1.5284, -0.7780], [1.8224, 5.9241, 5.1984], [5.3792, -4.8909, 0.9649], [-1.8441, -2.6944, -1.2261], [3.8655, -5.6686, -0.8220], [4.4347, -4.3892, 0.8047], [-3.7539, -5.4312, -1.7411], [4.7679, -2.9471, 2.3619], [-1.9101, -6.4856, -0.4860], [4.7286, 1.6947, -6.3082], [0.3244, 5.3620, 3.3302], [-0.2883, -1.6474, 2.1528], [-1.7122, 3.7693, 0.9809], [1.4221, 2.2991, -5.8813], [0.8756, 0.9635, 4.8748], [3.4206, 0.5484, -5.0576], [3.0934, 3.7158, 4.4308], [-2.9071, -3.4635, -1.6584], [1.7560, 0.7644, 2.2999], [0.4949, -2.2607, 0.1282], [1.7709, -1.0237, -3.5392], [1.1593, 6.9189, 5.3445], [-0.0182, -5.1280, 0.3089], [-0.7138, -4.0777, -4.5532], [-0.8878, 1.1387, 3.8295], [-2.8080, 1.1481, 0.3312], [0.9632, -0.2754, -2.0560], [-0.2625, 6.2410, 3.5593], [2.1227, 0.3966, -4.5861], [-4.1621, 1.4687, 0.2078], [-1.7335, 5.8376, 1.5855], [2.0181, -3.1165, 0.3980], [1.1202, 1.2777, -5.0020], [0.1066, 1.1668, -4.6386], [4.0924, -3.2991, 1.5955], [-1.8121, -1.6363, -1.4560], [-4.9052, 1.7119, 1.3332], [-0.1500, 0.7733, 1.8674], [0.6476, 2.9814, -6.2030], [-1.1650, -3.7226, -5.8186], [-2.1929, 0.9613, -0.5383], [3.5822, -4.8355, -0.1946], [-1.2477, 4.7424, 1.5526], [-2.1403, 1.6465, 6.2464], [-4.9769, 1.9218, 3.8376], [2.7237, 2.4479, -6.3530], [-4.3182, 1.8998, 5.0167], [-2.6247, 1.8448, 7.1939], [-0.0051, 4.5023, 2.3075], [0.5441, -2.0216, -4.4231], [3.7182, 1.5780, -5.9424], [3.4239, -2.1215, -2.8726], [2.9570, 3.2465, -7.0437], [2.2262, 3.9236, 3.8182], [0.8319, 1.0801, -2.0425], [-0.8158, -4.6624, -0.2529], [1.7352, -4.5322, -1.2172], [0.4492, 1.4642, -0.8679], [-4.2911, 1.6567, 2.6011], [0.6020, -0.7261, -0.7892], [2.7330, 5.5539, 5.8961], [0.4437, -0.7706, -6.1736], [-1.8220, -4.3849, -6.3654], [-2.9067, 1.6302, 5.0642], [-2.2114, 1.0700, 1.5137], [1.4529, 5.0394, 4.0620], [-0.7876, 1.4104, 6.1922], [-2.9373, 1.3474, 2.6357], [2.8812, -2.6619, 1.4019], [3.7636, 1.6320, 2.7560], [-4.8403, 2.0940, 5.9435], [-2.2342, 1.3608, 3.8770], [1.8584, 3.0758, 2.7789], [0.1401, -3.2340, -3.8666], [-1.8872, -5.4252, -0.6941]],
  "forces_ev_per_angstrom": [[-0.0541, 0.0278, -0.1429], [-0.0552, -0.0168, -0.0196], [-0.0225, 0.0053, -0.0926], [-0.0043, 0.0085, -0.0162], [0.0093, -0.0021, -0.0157], [-0.0790, 0.0079, 0.0150], [-0.0157, -0.0101, 0.0176], [-0.0214, 0.0060, -0.0085], [-0.0077, 0.0126, -0.0202], [0.1658, -0.1443, 0.1850], [0.0019, -0.0070, 0.0133], [-0.0239, 0.0035, -0.0006], [-0.0090, 0.0355, -0.0338], [-0.1658, -0.0090, 0.3244], [-0.0345, 0.0188, 0.0386], [-0.1475, 0.1130, -0.1375], [0.0096, -0.0068, 0.0021], [0.0293, 0.0130, 0.0815], [0.0039, 0.0201, 0.0210], [-0.0137, -0.0058, -0.0132], [-0.1029, -0.1854, 0.0033], [0.0172, -0.0058, 0.0013], [0.0652, -0.0001, -0.0510], [0.0053, -0.0213, -0.0002], [0.0162, 0.0043, 0.0054], [-0.0177, -0.0068, 0.0050], [0.0127, 0.0078, 0.0122], [0.0026, -0.0211, -0.0010], [0.0164, -0.0025, -0.0068], [0.0302, 0.0096, -0.0609], [-0.1858, 0.1552, -0.0486], [-0.0781, -0.0947, -0.1635], [0.0496, -0.0020, -0.0057], [0.0089, -0.0059, 0.0047], [-0.0081, 0.0535, 0.0042], [0.0118, -0.0125, -0.0169], [-0.0021, -0.0525, 0.0275], [0.3047, -0.0861, -0.0655], [0.0193, -0.0151, -0.1271], [0.0255, -0.0832, 0.1253], [-0.1499, 0.2724, -0.0124], [0.0238, -0.0157, 0.0109], [-0.0090, 0.0129, -0.0191], [0.0021, -0.0026, 0.1166], [-0.0878, -0.0789, 0.0561], [-0.0538, 0.1439, -0.2459], [0.0098, -0.0153, -0.0247], [0.0203, -0.0104, -0.0772], [0.0650, -0.0229, -0.0263], [-0.0522, 0.1764, 0.0083], [0.1046, -0.1043, 0.0756], [0.0024, 0.0031, 0.0370], [0.0014, 0.0043, 0.0011], [-0.0368, 0.0027, -0.0265], [0.0020, 0.0033, -0.0147], [-0.0245, -0.0005, 0.0493], [0.2421, -0.2103, 0.0946], [-0.0168, 0.0108, -0.0049], [0.0101, 0.0099, 0.0175], [0.0105, 0.0169, -0.0102], [-0.0194, 0.0040, -0.0258], [0.0790, -0.0270, 0.0558], [-0.0448, -0.0242, 0.0037], [0.0525, -0.0249, -0.0768], [-0.0383, -0.0048, 0.0150], [0.0810, -0.0451, -0.0089], [-0.0064, 0.0166, 0.0170], [-0.1352, 0.0236, 0.0273], [-0.0527, -0.0120, -0.0289], [0.0181, -0.0287, 0.0333], [-0.0305, -0.0283, 0.0485], [0.0025, 0.0187, -0.0137], [0.0609, -0.0357, -0.0656], [0.0060, -0.1523, 0.1683], [-0.0996, 0.0018, 0.0324], [-0.0173, 0.0101, -0.0035], [-0.0844, 0.1805, 0.1385], [-0.1155, 0.0292, 0.0471], [0.1570, -0.1085, 0.0720], [0.2360, -0.0696, 0.1006], [-0.0044, -0.0286, -0.0174], [-0.0060, -0.0195, -0.0153], [-0.0991, 0.0662, 0.0781], [-0.2128, 0.1051, -0.0265], [0.0511, 0.0077, 0.0370], [0.0374, -0.0024, -0.0108], [0.1187, 0.0019, -0.0688], [0.0321, 0.0308, -0.1486], [-0.0075, 0.0661, -0.0596], [0.0001, 0.0208, 0.0209], [0.1186, -0.0014, -0.0778], [-0.0331, 0.1384, -0.1501], [0.0815, -0.0272, 0.0305], [0.0543, 0.0178, 0.0277]],
  "mulliken_charge": [1.81, -0.20, 0.45, 0.44, 0.30, -0.23, 0.54, 0.47, 0.48, -0.40, 0.50, 0.50, -0.60, 0.55, 0.23, 1.41, 0.13, 0.09, -0.81, 0.53, 1.05, 0.42, -0.17, 0.46, -0.63, 0.47, 0.47, 0.48, 0.43, -0.63, -0.36, -0.46, -0.73, 0.64, -0.77, 0.63, -0.83, -0.36, 0.94, 0.78, -0.58, 0.55, -0.66, 0.67, -0.01, 0.77, 0.66, 0.52, -1.26, -0.58, 1.18, -0.16, 0.44, -0.85, 0.28, -0.78, -0.24, 0.41, -0.76, 0.72, -0.78, 0.95, -0.55, -0.98, -0.56, -0.91, 0.51, -0.10, 0.35, -0.67, -0.28, 0.42, -0.85, -0.52, -0.23, 0.15, -0.79, 0.89, -0.71, -0.58, 0.44, 0.42, 0.78, 0.19, -0.23, -1.14, -0.14, -0.89, -0.54, 0.47, 0.35, -0.05, 0.19, -0.92]
}